Record 1
63
Properties=species:S:1:pos:R:3:forces:R:3:nbo_charge:R:1 method="wB97M-V/def2-TZVPD" gap_ev=8.35 relative_energy_ev=11.560 homo_energy_ev=-8.284
C 4.226 -0.222 -0.132 1.1 -2.4 -0.7 -0.26
O 3.767 -1.520 0.319 -0.8 0.2 -0.5 -0.56
C 2.291 -1.806 0.256 2.2 1.6 1.1 -0.05
C 1.638 -1.085 1.433 -1.2 -2.1 -1.2 -0.26
N 0.217 -1.559 1.416 2.0 -0.3 -0.1 -0.64
C -0.344 -1.274 2.689 -2.5 -0.2 -1.6 -0.25
C -1.763 -1.926 2.591 -0.4 0.6 2.5 -0.07
O -1.766 -3.369 2.665 0.7 1.4 -0.2 -0.57
C -3.038 -3.969 2.845 0.7 -0.4 0.5 -0.25
H 5.215 -0.323 -0.579 0.1 -0.6 -0.1 0.18
H 4.402 0.566 0.600 0.1 -1.3 1.2 0.12
H 3.584 0.315 -0.830 1.0 -2.5 -0.4 0.19
H 2.139 -2.867 0.455 0.5 -0.1 -0.5 0.19
H 1.896 -1.485 -0.708 0.0 -0.2 0.7 0.16
H 1.694 0.000 1.346 -0.2 -0.1 0.4 0.21
H 2.081 -1.501 2.338 0.5 0.6 0.2 0.18
H 0.115 -2.562 1.365 0.9 -0.4 -0.7 0.36
H -0.393 -0.187 2.619 -0.4 -0.3 1.4 0.23
H 0.208 -1.618 3.564 0.1 -0.1 0.1 0.18
H -2.441 -1.559 1.821 0.6 0.0 -0.8 0.17
H -2.232 -1.518 3.486 -0.5 -0.3 0.5 0.16
H -3.819 -3.291 3.188 0.0 0.3 -0.5 0.18
H -2.929 -4.674 3.670 0.0 -0.2 0.0 0.18
H -3.272 -4.540 1.946 -0.5 0.2 0.0 0.18
C -2.447 -0.240 -5.060 -1.1 0.6 -0.6 -0.25
O -1.759 -0.339 -3.850 -3.5 -1.5 1.7 -0.54
C -2.502 -0.114 -2.571 -0.7 1.2 -1.9 -0.07
C -1.522 0.227 -1.474 -0.6 -1.2 0.6 -0.26
N -2.090 0.975 -0.288 0.5 -0.2 -1.8 -0.60
C -0.922 1.139 0.539 0.2 0.9 3.3 -0.29
C -1.166 1.786 1.940 -1.0 0.1 -0.8 -0.07
O 0.040 1.973 2.629 1.2 -0.5 -0.2 -0.57
C 0.162 3.227 3.200 0.0 1.0 0.2 -0.24
H -3.068 -1.121 -5.224 0.1 -0.1 -0.2 0.17
H -1.806 -0.025 -5.914 0.8 -0.8 0.4 0.21
H -3.075 0.646 -5.153 -0.5 0.1 0.8 0.17
H -3.217 -0.931 -2.476 0.3 -0.3 0.5 0.18
H -3.098 0.791 -2.681 -0.2 0.1 -0.4 0.19
H -0.700 0.760 -1.951 -0.8 0.4 0.6 0.22
H -1.139 -0.728 -1.114 0.6 -0.1 0.2 0.17
H -2.698 0.341 0.211 -0.4 -0.2 -0.1 0.34
H -0.111 1.685 0.058 -2.3 -0.5 0.9 0.24
H -0.545 0.161 0.839 0.3 0.2 -0.8 0.20
H -1.689 1.122 2.628 -1.1 0.0 -0.4 0.15
H -1.699 2.733 1.856 -0.2 0.1 -0.1 0.18
H 1.051 3.278 3.828 0.1 -0.1 -0.2 0.18
H -0.673 3.505 3.843 -0.4 -0.3 0.2 0.16
H 0.188 3.987 2.419 0.3 0.2 -0.1 0.18
O 1.199 1.132 -0.783 -3.3 -3.0 -2.1 -0.98
H 1.142 0.608 -1.582 -0.6 0.1 0.8 0.47
H 2.035 0.881 -0.390 -1.6 -1.6 0.4 0.47
O 0.243 0.572 -3.871 2.4 3.2 -1.6 -1.02
H -0.643 0.226 -3.769 0.0 0.2 -0.5 0.45
H 0.656 0.430 -3.019 -1.1 0.6 -1.9 0.42
O 0.759 3.359 -0.690 -0.4 3.6 0.2 -0.97
H 1.342 3.577 -1.417 -0.2 0.3 -0.3 0.44
H 0.976 2.452 -0.473 0.2 -0.2 -0.4 0.46
O 1.580 -0.423 -2.455 3.6 -3.5 0.5 -0.89
H 1.717 -1.365 -2.351 -0.3 -0.4 -0.2 0.51
H 2.413 -0.096 -2.796 0.4 0.1 -0.5 0.50
O 2.984 1.615 -0.236 5.3 7.8 2.0 -0.90
H 2.825 2.234 -0.949 -0.5 0.6 0.1 0.51
H 3.783 1.933 0.184 0.4 0.3 0.4 0.49

=====

Record 2
66
Properties=species:S:1:pos:R:3:forces:R:3:nbo_charge:R:1 method="wB97M-V/def2-TZVPD" smiles="NC(N)=O.NC(N)=O.NC(N)=O.CCO.CCO.CCO.CCO.CO" gap_ev=9.73 relative_energy_ev=3.261 homo_energy_ev=-9.253
N 25.038 16.299 -7.476 -0.5 -0.8 5.0 -0.90
C 24.929 16.803 -8.653 -1.7 8.6 -2.6 0.76
N 24.711 15.937 -9.589 -0.2 -0.3 -5.0 -0.81
O 24.851 18.181 -8.903 0.6 -6.8 1.4 -0.76
H 24.629 16.981 -6.808 0.6 -0.4 0.2 0.46
H 24.825 15.293 -7.234 -0.2 1.1 -0.7 0.44
H 24.601 16.427 -10.527 0.5 -1.4 1.6 0.42
H 25.201 15.052 -9.533 -0.3 -0.1 -0.2 0.40
N 25.609 13.181 -2.277 -0.7 -1.4 4.0 -0.81
C 25.648 13.131 -3.595 -3.6 0.3 -4.1 0.78
N 26.573 13.969 -4.132 0.8 -0.3 -1.2 -0.87
O 24.619 12.564 -4.276 4.2 1.8 2.6 -0.78
H 24.877 12.669 -1.758 0.6 0.4 -1.1 0.41
H 26.367 13.437 -1.632 -0.2 0.0 -1.3 0.40
H 26.880 14.061 -5.165 -1.4 -0.9 2.4 0.42
H 27.326 14.308 -3.533 -0.5 -0.1 0.3 0.41
N 27.540 13.779 -6.552 -0.8 -2.2 -1.4 -0.93
C 28.280 14.861 -6.545 6.0 0.9 1.6 0.76
N 27.576 15.908 -6.923 1.2 3.9 -0.7 -0.87
O 29.594 14.816 -6.105 -6.2 0.4 -2.1 -0.77
H 28.015 12.944 -6.235 -0.6 -0.4 -0.2 0.44
H 26.525 13.777 -6.863 1.3 -0.3 0.7 0.45
H 28.081 16.801 -7.061 -0.2 -1.0 0.4 0.40
H 26.548 16.052 -7.173 1.2 -0.8 0.6 0.42
C 27.104 14.553 -11.468 0.1 -0.1 1.0 -0.62
C 27.724 14.332 -10.088 0.1 0.5 -0.7 -0.07
O 27.129 13.292 -9.402 -2.2 -1.0 1.2 -0.76
H 27.190 13.657 -12.058 0.1 -0.3 -0.4 0.21
H 27.656 15.380 -11.888 0.0 0.2 -0.6 0.22
H 26.037 14.816 -11.404 0.5 -0.1 0.0 0.19
H 27.649 15.274 -9.527 0.4 -0.1 0.0 0.16
H 28.707 13.904 -10.094 1.5 1.3 -1.0 0.18
H 27.517 13.324 -8.514 -0.2 -0.3 -0.1 0.49
C 27.912 17.048 -3.272 0.9 1.4 -0.6 -0.66
C 29.056 16.188 -2.720 0.5 -0.1 -1.9 -0.09
O 28.489 15.039 -2.131 0.7 -1.8 -1.7 -0.74
H 27.144 17.337 -2.562 0.0 -0.2 0.5 0.20
H 27.398 16.586 -4.121 0.3 -0.3 0.3 0.23
H 28.307 18.006 -3.685 -0.1 -0.6 0.3 0.21
H 29.755 16.583 -1.979 -0.3 0.8 -0.2 0.17
H 29.703 15.875 -3.620 -1.0 0.1 1.3 0.22
H 28.165 15.292 -1.305 -0.8 0.6 2.1 0.46
C 25.367 11.244 -7.620 2.6 1.8 -0.9 -0.62
C 24.613 12.566 -7.725 -1.1 -1.8 -0.1 -0.08
O 24.816 13.520 -6.694 -0.3 -0.1 -1.3 -0.79
H 25.001 10.626 -6.878 -0.8 -1.1 1.8 0.21
H 26.456 11.476 -7.362 -1.2 -0.7 -0.6 0.19
H 25.271 10.696 -8.570 0.3 0.4 0.2 0.22
H 23.586 12.187 -7.785 -0.4 0.9 0.2 0.17
H 24.832 12.989 -8.672 0.3 0.7 -0.7 0.18
H 24.449 13.141 -5.871 0.4 -0.1 1.1 0.54
C 26.034 19.232 -5.547 -0.5 1.2 1.3 -0.64
C 24.504 19.441 -5.689 1.4 0.2 0.6 -0.06
O 23.908 18.171 -5.759 -0.7 -0.6 0.8 -0.74
H 26.510 20.204 -5.319 -0.2 -0.3 -0.4 0.21
H 26.470 18.808 -6.409 0.3 -0.2 -1.3 0.22
H 26.370 18.580 -4.727 -0.8 0.1 0.0 0.21
H 24.214 19.922 -6.613 0.5 0.7 -0.3 0.19
H 24.113 20.030 -4.826 0.2 -0.4 -0.4 0.16
H 22.976 18.330 -5.611 -0.3 -0.5 -0.1 0.48
C 29.154 10.698 -5.933 1.3 -0.1 -0.7 -0.26
O 28.232 11.502 -5.275 -1.3 -0.6 0.0 -0.71
H 29.629 9.964 -5.294 0.2 -0.1 0.4 0.17
H 29.965 11.307 -6.416 -0.7 -0.6 0.1 0.18
H 28.564 10.140 -6.635 0.1 -0.2 -0.7 0.19
H 28.687 12.157 -4.796 1.0 1.2 1.4 0.48

=====

Record 3
70
Properties=species:S:1:pos:R:3:forces:R:3:nbo_charge:R:1 method="wB97M-V/def2-TZVPD" gap_ev=7.60 relative_energy_ev=17.985 homo_energy_ev=-7.578
C 2.567 -2.884 -1.521 2.7 -7.1 -5.5 -0.34
O 3.549 -3.504 -2.329 1.3 -1.7 -0.3 -0.73
H 1.587 -3.161 -1.909 0.5 0.0 0.4 0.18
H 2.643 -3.306 -0.519 0.2 0.6 0.3 0.21
H 2.604 -1.799 -1.611 5.4 -4.2 -6.4 0.23
H 3.418 -3.261 -3.248 -0.2 0.0 0.1 0.46
C 3.018 0.398 0.742 4.8 2.5 1.8 -0.21
O 3.317 -0.980 0.610 0.4 -0.9 1.5 -0.75
H 2.167 0.727 1.338 0.8 -0.3 0.2 0.19
H 3.830 0.848 1.313 1.0 0.1 0.1 0.13
H 3.081 0.856 -0.245 -0.1 0.7 0.3 0.15
H 4.108 -1.129 0.086 0.3 0.4 0.3 0.47
C -1.795 3.359 1.212 0.3 0.6 -0.5 -0.32
O -2.683 2.670 2.127 -1.0 1.7 -2.3 -0.73
H -2.441 4.001 0.613 0.4 0.0 -0.4 0.19
H -1.069 4.012 1.697 -0.4 0.1 0.7 0.21
H -1.108 2.727 0.649 -0.8 -0.4 0.0 0.21
H -3.392 2.413 1.533 -0.6 0.1 0.4 0.49
C 1.209 0.613 4.351 -0.2 0.1 0.4 -0.25
O 1.620 1.837 4.913 0.9 0.9 0.4 -0.74
H 1.738 -0.246 4.763 0.2 0.1 0.1 0.17
H 0.142 0.502 4.547 0.5 -0.5 0.0 0.16
H 1.402 0.706 3.282 -0.1 -0.4 0.3 0.19
H 0.973 2.229 5.504 0.0 -0.4 0.0 0.47
C -1.437 2.950 4.650 0.0 1.5 0.3 -0.22
O -2.174 4.030 4.052 1.1 -0.1 1.7 -0.72
H -2.064 2.086 4.868 -0.2 0.0 0.1 0.16
H -0.665 2.607 3.960 0.2 2.3 1.4 0.15
H -0.886 3.232 5.547 -0.5 0.5 0.3 0.17
H -2.161 3.798 3.120 -0.6 0.5 0.8 0.48
C -0.597 2.937 -1.729 -0.3 1.3 -0.8 -0.28
O -0.592 2.621 -3.129 0.4 -1.0 0.2 -0.75
H 0.223 3.618 -1.502 0.1 0.1 0.1 0.17
H -1.536 3.457 -1.538 0.0 0.1 0.4 0.15
H -0.544 2.072 -1.067 0.2 0.3 -1.1 0.22
H -0.988 3.318 -3.658 0.0 0.2 0.3 0.47
C -1.049 0.926 2.724 -1.3 -1.8 1.6 -0.31
O -0.061 0.972 1.760 1.5 -2.0 -4.0 -0.81
P -0.099 -0.235 0.557 0.6 1.2 1.2 2.59
O -0.587 -1.585 0.937 1.2 4.6 2.7 -1.11
O -1.113 0.459 -0.496 0.2 -0.6 0.1 -0.85
C -2.527 0.497 -0.305 -0.7 0.0 0.7 -0.25
O 1.416 -0.153 -0.073 -9.3 0.2 -1.4 -0.81
C 1.691 -0.986 -1.217 -5.3 5.1 4.0 -0.43
H -1.065 -0.048 3.213 -0.1 -0.1 -0.1 0.18
H -2.057 1.239 2.450 1.1 -1.5 -0.3 0.22
H -0.814 1.687 3.468 0.1 -2.7 -2.0 0.18
H -3.061 1.184 -0.961 0.7 -0.3 -1.0 0.20
H -2.818 0.961 0.638 0.6 -0.7 0.3 0.17
H -2.952 -0.506 -0.355 0.0 0.1 -0.1 0.21
H 2.163 -0.415 -2.017 0.1 0.4 0.0 0.19
H 0.801 -1.514 -1.560 1.1 1.1 0.9 0.27
H 2.366 -1.767 -0.870 -3.1 4.9 7.3 0.32
C -0.733 -0.667 -3.273 -0.6 0.5 -0.2 -0.25
O -0.041 -1.793 -2.756 -2.1 -2.5 -2.1 -0.85
P -0.652 -3.305 -2.851 -0.4 -0.6 -1.0 2.54
O -2.074 -3.306 -3.300 1.7 0.0 0.7 -1.08
O 0.404 -4.064 -3.914 -1.1 0.9 3.5 -0.80
C 0.669 -3.505 -5.191 -0.7 -0.4 -0.2 -0.24
O -0.317 -3.944 -1.389 0.7 -0.6 -4.6 -0.79
C -0.841 -3.393 -0.237 -2.3 -0.7 0.4 -0.27
H -0.299 0.181 -2.743 -0.2 0.1 -0.5 0.21
H -1.807 -0.736 -3.101 0.1 0.0 0.4 0.20
H -0.659 -0.581 -4.357 0.6 0.0 0.0 0.18
H 1.702 -3.187 -5.331 0.1 -0.1 0.4 0.18
H 0.016 -2.654 -5.383 -0.1 -0.1 -0.3 0.18
H 0.442 -4.369 -5.816 0.1 0.6 -0.7 0.20
H -0.122 -3.520 0.573 -0.1 0.0 -0.5 0.21
H -1.789 -3.862 0.026 0.0 -0.8 0.2 0.18
H -1.200 -2.368 -0.322 0.5 -1.1 -1.3 0.22